Below is the molecule C5H11NO, with properties calculated with ωB97M-V with the def2-TZVPD basis set.

Properties
LUMO level in eV: 1.10
Frontier orbital gap in eV: 10.725
SMILES: CCN1C[C@H]1CO

Structure (ORCA input):
```
! RIJCOSX wB97M-V def2-TZVPD def2/J DEFGRID3
* xyz 0 1
O 2.050 -1.161 -0.811
N -0.050 -0.235 0.571
C 2.041 0.241 -0.753
C -2.022 -0.811 -0.743
C 0.821 0.777 0.000
C 0.678 0.638 1.470
C -1.490 -0.048 0.460
H -1.812 -1.880 -0.632
H 1.468 0.165 2.051
H 0.111 1.408 1.996
H 2.957 0.588 -0.256
H 2.047 0.662 -1.769
H -1.944 -0.430 1.382
H 1.214 -1.441 -0.399
H -1.544 -0.465 -1.666
H 0.330 1.644 -0.445
H -1.750 1.023 0.389
H -3.104 -0.679 -0.845
*
```

Below is a structure of composition C26H22ClO2PTc at a distorted geometry, with properties calculated with ωB97M-V with the def2-TZVPD basis set.

Properties
⟨S²⟩: 3.78
LUMO level (alpha / beta) in eV: -6.75 / -10.86
Frontier orbital gap (alpha / beta) in eV: 6.253 / 3.881

Structure (ORCA input):
```
! RIJCOSX wB97M-V def2-TZVPD def2/J DEFGRID3
* xyz 2 4
Tc 1.460 1.542 -0.952
Cl 2.434 1.581 1.305
P -0.339 -0.233 -0.057
O -0.531 1.080 -3.249
O -0.300 3.290 0.892
C -2.736 -4.055 -1.195
C -4.638 1.563 0.569
C -0.048 -0.258 2.730
C 2.295 2.660 -2.850
C 0.187 1.216 -2.338
C 3.045 1.427 -2.712
C -2.874 0.010 1.144
C 1.497 -1.666 1.502
C 2.621 3.507 -1.734
C -1.996 0.590 0.227
C 1.551 -1.635 3.919
C 3.568 2.814 -0.918
C 2.057 -2.102 2.703
C -2.721 -2.921 -2.010
C 0.393 -0.792 1.512
C 3.824 1.504 -1.503
C -4.180 0.494 1.333
C -1.939 -4.089 -0.053
C -2.505 1.635 -0.574
C -3.807 2.127 -0.392
C 0.319 2.637 0.150
C -1.905 -1.833 -1.694
C 0.512 -0.706 3.929
C -1.097 -1.851 -0.541
C -1.130 -2.992 0.273
C 4.778 0.488 -0.992
H 2.335 4.557 -1.614
H -1.898 2.073 -1.375
H -5.650 1.947 0.714
H 4.405 -0.515 -1.245
H -0.798 0.533 2.729
H 1.985 -1.980 4.862
H 0.131 -0.306 4.872
H 5.780 0.614 -1.439
H -3.379 -4.906 -1.443
H 1.726 2.981 -3.728
H 4.124 3.237 -0.078
H 1.926 -1.989 0.552
H -0.570 -3.031 1.207
H -2.552 -0.863 1.728
H 4.870 0.586 0.099
H -4.818 0.022 2.077
H -1.961 -4.952 0.610
H 2.896 -2.797 2.693
H -3.369 -2.867 -2.882
H 3.121 0.611 -3.437
H -1.940 -0.932 -2.307
H -4.159 2.945 -1.017
*
```

Below is the molecule C4H10O2, with properties calculated with ωB97M-V with the def2-TZVPD basis set.

Properties
LUMO level in eV: 0.97
Frontier orbital gap in eV: 10.953
SMILES: COCCCO

Structure (ORCA input):
```
! RIJCOSX wB97M-V def2-TZVPD def2/J DEFGRID3
* xyz 0 1
O -0.641 0.687 -0.512
O -0.367 -2.016 -1.033
C 0.500 0.699 0.321
C 1.341 -0.493 -0.052
C 0.549 -1.794 0.031
C -1.548 1.708 -0.197
H 1.324 -2.556 -0.028
H -1.922 1.609 0.833
H 1.734 -0.397 -1.072
H 2.230 -0.512 0.605
H 0.191 0.604 1.377
H -0.007 -1.884 0.990
H -2.385 1.626 -0.893
H 1.044 1.649 0.211
H -0.905 -1.210 -1.075
H -1.081 2.697 -0.307
*
```

Below is the molecule C19H19N3O2, with properties calculated with ωB97M-V with the def2-TZVPD basis set.

Properties
LUMO level in eV: 0.43
Frontier orbital gap in eV: 8.688
SMILES: CCc1ccc(NC2=N[C@H](C(=O)c3ccccc3)CC(=O)N2)cc1

Structure (ORCA input):
```
! RIJCOSX wB97M-V def2-TZVPD def2/J DEFGRID3
* xyz 0 1
O -4.870 2.416 -1.058
O -4.662 -1.045 0.849
N -2.700 1.851 -0.953
N -0.397 1.642 -0.872
N -1.663 0.883 0.916
C 1.185 0.676 0.725
C -0.542 -3.235 -0.989
C 3.125 0.706 -1.249
C -1.789 -3.074 -1.570
C -0.258 -2.629 0.225
C -3.486 -0.772 0.844
C 0.870 1.158 -0.540
C 5.698 0.881 0.821
C -2.746 -2.295 -0.947
C -1.207 -1.842 0.848
C -2.454 -1.657 0.257
C -2.981 0.575 1.404
C 2.457 0.202 0.983
C 3.443 0.202 0.005
C -3.948 2.007 -0.398
C -1.578 1.421 -0.231
C -4.010 1.660 1.071
C 1.856 1.178 -1.523
C 4.834 -0.275 0.311
H -3.722 -2.157 -1.388
H 2.688 -0.175 1.969
H 5.267 1.304 1.725
H 6.705 0.535 1.044
H -5.018 1.320 1.311
H -0.991 -1.380 1.797
H 0.208 -3.839 -1.479
H 0.710 -2.765 0.683
H -3.802 2.571 1.638
H 5.758 1.667 0.071
H 5.289 -0.694 -0.589
H 0.424 0.677 1.485
H -2.906 0.455 2.492
H 3.877 0.725 -2.024
H -0.460 2.056 -1.792
H 4.798 -1.058 1.071
H -2.017 -3.557 -2.509
H -2.610 2.121 -1.924
H 1.626 1.561 -2.508
*
```

Below is a cluster of 2 separate species, C2H11N2O in total, with properties calculated with ωB97M-V with the def2-TZVPD basis set.

Properties
LUMO level in eV: -3.63
Frontier orbital gap in eV: 9.579

Structure (ORCA input):
```
! RIJCOSX wB97M-V def2-TZVPD def2/J DEFGRID3
* xyz 1 1
O -0.119 -0.017 -1.019
N 1.048 0.445 0.955
N -1.721 -2.011 -1.499
C -0.240 0.413 0.381
C 1.428 1.676 1.672
H 2.392 1.519 2.147
H 1.532 2.496 0.971
H -0.964 -1.244 -1.319
H 0.711 1.960 2.440
H -0.929 -0.286 0.852
H -2.006 -2.444 -0.621
H -0.680 1.405 0.344
H -1.371 -2.730 -2.138
H 1.246 -0.374 1.513
H 0.843 0.050 -1.156
H -2.536 -1.562 -1.919
*
```

Below is the molecule C4H5N3O at a distorted geometry, with properties calculated with ωB97M-V with the def2-TZVPD basis set.

Properties
LUMO level in eV: 0.56
Frontier orbital gap in eV: 9.615
SMILES: O/N=C\c1c[nH]cn1

Structure (ORCA input):
```
! RIJCOSX wB97M-V def2-TZVPD def2/J DEFGRID3
* xyz 0 1
O 2.169 -1.296 1.315
N 0.833 -0.016 -0.827
N 1.170 -1.327 2.107
N -1.027 1.249 -1.249
C 0.027 -0.983 1.643
C -1.332 0.193 -0.227
C -0.200 -0.321 0.190
C 0.285 0.991 -1.670
H -2.346 0.172 0.300
H 1.050 1.775 -2.389
H -1.788 1.224 -2.079
H -0.909 -0.874 2.333
H 2.069 -0.788 0.552
*
```